Below is a cluster of 3 separate species, C42H56BrN5O4S in total in a non-equilibrium geometry, with properties calculated with the ωB97M-V functional and the def2-TZVPD basis.

- total energy (Eh) = -5180.72543
- SMILES = C=Cc1c(N)c(CCO)c2c(c1CC(C)C)C(=O)c1ccc(CCCCCCCSc3nnco3)c(C[C@H](C)Br)c1C2=O.CCCC#N.CCCC#N

Structure (ORCA input):
```
! RIJCOSX wB97M-V def2-TZVPD def2/J DEFGRID3
* xyz 0 1
C 3.77276 -2.77810 3.93268
C 4.81036 -2.26026 3.20752
C 4.47143 -1.82518 1.74182
C 3.98149 -2.77462 0.73780
N 3.79982 -4.17535 1.06469
C 3.63334 -2.30596 -0.61887
C 3.06580 -3.23859 -1.72600
C 4.04611 -4.39263 -2.17790
O 3.45259 -5.64929 -1.80241
C 3.81139 -0.87923 -0.88972
C 4.30733 0.07636 0.12882
C 4.65102 -0.37622 1.46610
C 5.15564 0.57119 2.60722
C 3.89989 0.92877 3.53345
C 4.50156 1.61405 4.83158
C 2.91670 1.96482 2.85792
C 4.41089 1.58962 -0.26642
O 5.34897 2.29301 0.02100
C 3.19439 2.09802 -1.11050
C 2.57014 3.39468 -0.89241
C 1.41122 3.70645 -1.73160
C 0.90284 2.76794 -2.72654
C -0.37195 3.20736 -3.51825
C -1.74102 2.70937 -2.87966
C -1.61119 2.11397 -1.43083
C -2.96405 1.47249 -0.89490
C -4.08032 2.53949 -0.56231
C -4.93666 1.96986 0.65414
C -5.30257 0.43293 0.48071
S -6.05542 0.07426 -1.15895
C -7.01736 -1.44190 -1.07469
N -7.32938 -2.01119 -2.26521
N -8.07536 -3.10363 -1.94461
C -8.21421 -3.19240 -0.61041
O -7.53272 -2.12433 -0.02454
C 1.54122 1.44795 -2.98996
C 1.03812 0.45068 -4.07259
C 0.10309 -0.72113 -3.55525
C -1.44280 -0.50460 -3.86436
Br 0.33609 -1.20364 -1.65625
C 2.70725 1.15485 -2.13363
C 3.45825 -0.22187 -2.26767
O 3.76080 -0.68877 -3.34000
H 2.97302 -3.34693 3.39495
H 3.63483 -2.62234 5.02615
H 5.83591 -2.10425 3.60747
H 2.79671 -4.38808 1.12981
H 4.16746 -4.37557 1.99679
H 2.15565 -3.73622 -1.27820
H 2.66676 -2.67012 -2.60764
H 4.05045 -4.38900 -3.30602
H 5.10044 -4.26763 -1.83157
H 3.91134 -6.03109 -1.03829
H 5.89289 0.07158 3.28352
H 5.54874 1.54069 2.22139
H 3.29524 0.02021 3.78066
H 5.24500 0.88739 5.26093
H 3.72356 1.77862 5.62598
H 4.95352 2.61503 4.60834
H 2.83555 1.84597 1.74751
H 3.15736 3.02938 3.12403
H 1.87769 1.77494 3.25935
H 2.94443 4.11072 -0.12361
H 0.91651 4.69498 -1.56036
H -0.28848 2.92868 -4.60481
H -0.37561 4.33390 -3.50477
H -2.31698 1.99969 -3.52039
H -2.38821 3.63095 -2.78304
H -1.23269 2.92726 -0.75710
H -0.85342 1.28152 -1.35285
H -3.31676 0.65061 -1.56978
H -2.66665 0.96107 0.06934
H -4.75499 2.60880 -1.46211
H -3.61346 3.52961 -0.33543
H -5.84105 2.58976 0.87637
H -4.26864 2.02966 1.56072
H -4.40232 -0.20531 0.69890
H -6.05163 0.19316 1.27658
H -8.80443 -3.98033 -0.09961
H 1.93032 0.04080 -4.61728
H 0.43395 1.01705 -4.83706
H 0.39073 -1.63429 -4.14646
H -2.05822 -0.43324 -2.93543
H -1.81613 -1.42213 -4.40535
H -1.57703 0.34943 -4.56957
C 5.62855 6.46068 -0.94692
C 5.11924 7.62352 -0.10065
C 4.92006 7.24664 1.37026
C 3.91834 6.15628 1.48431
N 3.14522 5.31081 1.57260
H 4.91461 5.63432 -0.96836
H 5.78337 6.78163 -1.97851
H 6.57923 6.08270 -0.56262
H 4.17586 7.98265 -0.52107
H 5.83298 8.44874 -0.16229
H 4.56870 8.11092 1.93692
H 5.86141 6.91249 1.81152
C -9.21160 -7.23066 1.03185
C -9.71506 -6.26247 2.09740
C -9.15849 -6.56789 3.49069
C -9.56938 -7.93098 3.91686
N -9.88840 -8.98398 4.24626
H -9.52910 -8.25475 1.23708
H -9.60996 -6.95784 0.05257
H -8.12017 -7.21414 0.97153
H -10.80748 -6.29664 2.11979
H -9.43133 -5.24466 1.81654
H -9.53544 -5.84241 4.21383
H -8.06799 -6.50912 3.48936
*
```

Here are the Löwdin charges for atoms 1 to 4, given in e: 0.0006, -0.1208, -0.0780, -0.1696

---

Below is an isolated molecule of C2H2Cl2F3P in a non-equilibrium geometry, with properties calculated with the ωB97M-V functional and the def2-TZVPD basis.

- total energy (Eh) = -1638.75967
- SMILES = FCC(F)(F)P(Cl)Cl

Structure (ORCA input):
```
! RIJCOSX wB97M-V def2-TZVPD def2/J DEFGRID3
* xyz 0 1
C 0.88701 0.75291 -0.07007
C -0.40005 0.17185 -0.56155
F 1.37656 1.49772 -1.09799
F -1.42808 1.07656 -0.45051
F -0.45704 -0.26086 -1.78815
P -1.22477 -1.31362 0.34971
Cl -1.42104 -0.86785 2.35654
Cl 0.33037 -2.43674 0.47938
H 0.70083 1.45016 0.70412
H 1.63622 -0.07013 0.07851
*
```

Here are the Löwdin charges for atoms 1 to 4, given in e: -0.1640, -0.7904, -0.0127, -0.0010

---

Below is a structure of composition CH2N2O3S in a non-equilibrium geometry, with properties calculated with the ωB97M-V functional and the def2-TZVPD basis.

- total energy (Eh) = -772.67476

Structure (ORCA input):
```
! RIJCOSX wB97M-V def2-TZVPD def2/J DEFGRID3
* xyz 0 1
C -0.19167 0.75182 0.17448
N -0.88487 -0.12460 -0.68710
N 0.82584 -0.11002 0.61132
O -0.32708 1.91300 0.38063
O -0.75989 -2.24172 0.80036
O 0.76880 -2.32212 -1.05596
S 0.01329 -1.48447 -0.15319
H -1.14356 0.12802 -1.55430
H 1.63207 0.30506 1.16203
*
```

Here are the Löwdin charges for atoms 1 to 4, given in e: -0.6324, 0.0327, 0.0068, 0.1298

---

Below is a cluster of 11 separate species, C38H102N4O22 in total in a non-equilibrium geometry, with properties calculated with the ωB97M-V functional and the def2-TZVPD basis.

- total energy (Eh) = -3382.88923
- SMILES = COCCNCCOC.COCCNCCOC.COCCNCCOC.COCCNCCOC.OCCO.OCCO.OCCO.OCCO.OCCO.OCCO.OCCO

Structure (ORCA input):
```
! RIJCOSX wB97M-V def2-TZVPD def2/J DEFGRID3
* xyz 0 1
C -1.27828 5.42684 -3.21495
C 0.13122 5.31443 -3.79037
O 0.94456 4.61193 -2.88992
O -1.74924 4.09663 -2.94295
H -1.94529 5.84253 -3.97205
H -1.25783 6.00328 -2.29447
H 0.59071 6.26782 -4.06306
H 0.12270 4.76777 -4.74879
H 0.43147 3.85377 -2.57585
H -2.12701 3.71682 -3.74312
C 2.89334 3.24267 0.07647
C 2.86624 2.22126 -1.04983
O 4.01465 2.43982 -1.85141
O 4.07532 2.90100 0.83660
H 2.05910 3.32793 0.77800
H 3.01194 4.24509 -0.34965
H 1.95005 2.35357 -1.62105
H 2.83997 1.25199 -0.54088
H 4.73801 2.46851 -1.21072
H 4.29670 3.66824 1.37327
C -0.12124 -0.62360 -5.39544
C -0.91097 -1.53221 -4.46041
O -0.63203 -2.93771 -4.53863
O -0.55350 -0.72812 -6.75821
H 0.95551 -0.81135 -5.39064
H -0.33300 0.39609 -5.07032
H -1.98901 -1.45740 -4.60360
H -0.70281 -1.31757 -3.40778
H -0.02156 -3.20653 -5.22859
H -0.40691 -1.65329 -6.98662
C 0.93423 1.99411 3.19815
C 1.33832 0.59419 2.85994
O 0.29887 -0.30717 3.22833
O 0.99343 2.28573 4.60253
H 0.00032 2.34520 2.75097
H 1.79460 2.61485 2.90770
H 2.21536 0.28933 3.44339
H 1.53169 0.46750 1.78843
H 0.52413 -1.23082 3.08566
H 0.69041 1.47368 5.03621
C -3.70244 -0.38498 2.34091
C -4.47850 -0.06476 1.04866
O -4.42015 1.33004 0.78740
O -4.41269 0.17487 3.46422
H -2.74216 0.13632 2.38773
H -3.51599 -1.43584 2.55018
H -5.53637 -0.27250 1.21905
H -3.99939 -0.64918 0.27073
H -4.67384 1.74409 1.62167
H -4.41024 -0.38654 4.23965
C 2.60282 -1.96442 -2.41129
C 3.43016 -2.35046 -1.18273
O 4.71589 -2.84116 -1.50888
O 3.27060 -0.97885 -3.19757
H 1.63060 -1.56703 -2.11654
H 2.54997 -2.85823 -3.04279
H 2.93565 -3.22197 -0.74087
H 3.37507 -1.55396 -0.43189
H 5.22837 -2.04954 -1.72147
H 2.70219 -0.21773 -3.31624
C -4.59509 -4.77250 1.83451
C -5.87809 -4.05760 2.25326
O -5.72837 -2.78677 2.83755
O -4.98128 -5.80867 0.97988
H -4.18052 -5.20096 2.75851
H -3.88860 -4.05238 1.40715
H -6.43912 -4.74055 2.90688
H -6.48978 -3.97967 1.34009
H -6.63028 -2.53099 3.05207
H -4.22238 -6.31987 0.69067
C -2.88286 2.32731 -6.40334
O -3.14905 2.29917 -5.02884
C -3.52721 1.01743 -4.52185
C -4.80461 1.07017 -3.71159
N -5.88087 1.32678 -4.67936
C -7.13067 1.58470 -3.99412
C -8.14340 1.97675 -5.09126
O -7.61699 2.79727 -6.09957
C -8.44057 3.09613 -7.19554
H -3.70604 1.85859 -6.96068
H -1.97065 1.81010 -6.72218
H -2.86093 3.36655 -6.73546
H -2.73251 0.72629 -3.82419
H -3.71472 0.33334 -5.35039
H -4.74224 1.98588 -3.09796
H -5.03975 0.23646 -3.05362
H -5.69694 2.02025 -5.38776
H -7.15155 2.39627 -3.25390
H -7.49909 0.67694 -3.51203
H -9.00084 2.47685 -4.60818
H -8.68746 1.14230 -5.55588
H -8.89508 2.21535 -7.65851
H -7.77856 3.52487 -7.94736
H -9.18875 3.84220 -6.91735
C 2.04032 -3.83824 2.66033
O 1.26540 -2.94460 1.88957
C 0.21120 -3.56081 1.14544
C -0.73176 -2.40418 0.82629
N -0.21777 -1.45482 -0.14235
C -1.22262 -0.52367 -0.71357
C -0.43624 0.68577 -1.22346
O -0.51865 1.80115 -0.39607
C -1.75328 2.53731 -0.30300
H 2.94627 -3.26929 2.87993
H 2.26228 -4.81018 2.21659
H 1.57295 -3.99968 3.64166
H -0.22339 -4.32773 1.79272
H 0.55070 -3.97406 0.19015
H -0.97617 -1.79954 1.70154
H -1.57412 -2.95287 0.39009
H 0.64327 -1.02769 0.16449
H -1.80622 -0.24892 0.16274
H -1.73273 -1.12204 -1.46784
H -0.61698 0.97550 -2.27969
H 0.58220 0.42152 -1.54445
H -1.34276 3.51342 -0.56603
H -2.09062 2.57189 0.73046
H -2.55764 2.29678 -0.99388
C -3.97325 5.18304 1.46969
O -2.98077 5.73116 2.33947
C -1.63645 5.42092 1.95761
C -0.73115 6.61478 2.39488
N 0.36861 6.25831 3.22864
C 0.06597 5.53727 4.46147
C 1.24520 5.63495 5.43728
O 1.57857 6.96368 5.72589
C 0.71585 7.68154 6.60121
H -4.51501 4.37942 1.96367
H -3.50617 4.80935 0.55350
H -4.58781 6.01430 1.12319
H -1.53895 5.18953 0.89377
H -1.33602 4.45989 2.38630
H -1.44416 7.29784 2.88305
H -0.51181 7.12511 1.45645
H 1.16126 6.87180 3.20513
H -0.20172 4.50273 4.25795
H -0.81013 6.06175 4.86655
H 2.06357 5.02322 5.05559
H 0.97621 5.14945 6.38650
H 1.17945 8.66798 6.54555
H 0.95880 7.35320 7.61857
H -0.33890 7.65372 6.33925
C 11.08027 -8.30459 4.79669
O 9.72359 -8.00341 4.64160
C 8.86609 -9.06919 4.34967
C 8.33015 -8.96676 2.92657
N 7.65179 -7.68907 2.70565
C 7.29019 -7.53344 1.28391
C 7.05731 -6.08778 0.90979
O 5.78064 -5.71083 1.39945
C 5.54429 -4.29296 1.40797
H 11.68574 -7.40139 4.76316
H 11.42464 -9.01027 4.03216
H 11.30998 -8.78173 5.75843
H 7.94352 -8.97540 4.93854
H 9.26380 -10.03354 4.67811
H 7.66153 -9.79811 2.69247
H 9.14195 -9.04484 2.18468
H 8.31922 -6.95063 2.90431
H 6.50644 -8.25797 1.06224
H 8.18263 -7.86613 0.72474
H 7.05456 -6.05095 -0.18309
H 7.81638 -5.48357 1.41638
H 4.48029 -4.14511 1.24577
H 6.14993 -3.71502 0.71397
H 5.77133 -4.08020 2.45809
*
```

Here are the Löwdin charges for atoms 1 to 4, given in e: -0.2003, -0.2557, -0.0677, -0.0948

---

Below is an isolated molecule of C6H8FN in a non-equilibrium geometry, with properties calculated with the ωB97M-V functional and the def2-TZVPD basis.

- total energy (Eh) = -387.84487
- <S²> = 2.02

Structure (ORCA input):
```
! RIJCOSX wB97M-V def2-TZVPD def2/J DEFGRID3
* xyz 0 3
C 1.94813 -0.18446 -0.14154
C 1.48942 0.97312 0.31687
C 1.17145 -1.34476 -0.25199
C -0.02606 1.04346 0.49570
C -0.75629 -0.39692 0.40129
C -2.00896 -0.14625 -0.45313
N -0.03053 -1.41133 -0.09754
F -0.51142 1.92433 -0.45891
H 3.09737 -0.41247 -0.26522
H 2.04590 1.82224 0.31225
H 1.69850 -2.25021 -0.59658
H -0.29841 1.48715 1.45800
H -1.10903 -0.71032 1.37582
H -1.67719 0.07385 -1.46914
H -2.56416 0.65583 -0.18396
H -2.46872 -1.12324 -0.44190
*
```

Here are the Löwdin charges for atoms 1 to 4, given in e: -0.1403, -0.0615, -0.2259, -0.2232

---

Below is a structure of composition C17H17ClIMnN6O4S in a non-equilibrium geometry, with properties calculated with the ωB97M-V functional and the def2-TZVPD basis.

- total energy (Eh) = -3594.70364
- <S²> = 6.07

Structure (ORCA input):
```
! RIJCOSX wB97M-V def2-TZVPD def2/J DEFGRID3
* xyz 0 5
Mn 0.17529 1.15013 0.15328
N -0.92021 2.50303 -1.55982
C -0.45521 3.87443 -1.37392
C 0.09899 4.10233 0.04088
O 0.23409 5.22713 0.48898
N 0.43799 2.95513 0.65948
C 1.13449 3.06773 1.92248
C 0.53639 1.99293 2.86278
O 0.57369 2.08403 4.06698
O 0.01029 1.02193 2.19578
H -1.91701 2.42483 -1.37352
H -0.72861 2.17423 -2.50082
H 0.38339 4.07433 -2.04632
H -1.23701 4.62013 -1.55352
H 2.19609 2.81213 1.77708
H 1.06979 4.07713 2.34278
Cl 5.26499 -3.24547 0.17998
C 4.19689 -1.95097 -0.23222
C 4.72489 -0.81737 -0.81152
C 3.90329 0.25263 -1.12872
I 4.64199 2.02383 -1.97802
C 2.53459 0.24633 -0.84992
O 1.74609 1.23053 -1.08742
C 2.00059 -0.93407 -0.23672
N 0.67739 -0.87047 0.06768
C 0.11999 -1.94817 0.58738
C 0.82829 -3.12337 0.85118
C 2.17589 -3.18597 0.59928
C 2.81639 -2.05857 0.04768
H 5.78269 -0.75547 -1.01272
H -0.93401 -1.89607 0.81968
H 0.29809 -3.96327 1.27098
H 2.74679 -4.07487 0.82368
C -2.93721 -3.57877 -1.68032
C -3.67131 -2.24137 -1.82512
C -3.24951 -1.27297 -0.78232
N -2.42871 -0.30417 -0.93072
N -2.15341 0.39083 0.18568
C -2.78701 -0.05437 1.24478
N -2.68941 0.45923 2.47218
S -3.82321 -1.42767 0.88588
H -3.28061 -4.27587 -2.44042
H -3.12241 -4.02117 -0.70392
H -1.86701 -3.43367 -1.80112
H -4.74701 -2.41177 -1.74402
H -3.45511 -1.80297 -2.79942
H -1.81631 0.94703 2.67188
H -3.08901 -0.06297 3.23428
*
```

Here are the Löwdin charges for atoms 1 to 4, given in e: 1.0333, -0.0064, -0.1473, -0.5205

---

Q: What is the formula in the sixth record?
A: C17H17ClIMnN6O4S